No. 1
DFT (wB97M-V/def2-TZVPD) results for a molecular structure, C47H68BN7O4S3SeSr.

ORCA input file:
```
! wB97M-V def2-TZVPD RIJCOSX def2/J DEFGRID3
* xyz -2 1
Sr -0.87088 0.87152 -1.55954
C -1.06702 5.30055 5.48298
C -0.98846 3.76743 5.44005
C 0.38935 3.34703 5.95383
C -2.04468 3.18654 6.39202
C -1.24293 3.27336 4.01824
C -0.31166 2.55959 3.27502
C -0.60045 2.12282 1.99418
Se 0.71759 1.06081 1.07409
C 0.16488 -0.68904 1.66122
C 0.52003 -1.09533 2.93974
C 0.22966 -2.36766 3.39744
C -0.41822 -3.22723 2.49933
C -0.78855 -2.87256 1.21793
C -0.51464 -1.54002 0.74857
O -0.85548 -1.15139 -0.42618
C -1.44108 -3.87483 0.26323
C -1.63306 -5.24919 0.91145
C -0.54879 -4.06699 -0.97422
C -2.82669 -3.37357 -0.17064
C 0.59650 -2.86299 4.79369
C 1.33139 -1.79526 5.60511
C 1.51292 -4.09152 4.68957
C -0.67611 -3.25161 5.56035
C -1.84984 2.37489 1.34672
O -2.06268 1.97557 0.15085
C -2.80805 3.11617 2.11652
C -2.46702 3.52363 3.39777
C -4.21616 3.49432 1.61938
C -4.38994 5.02141 1.70519
C -5.26124 2.82385 2.52745
C -4.54731 3.08619 0.17895
H -0.90105 5.67146 6.50008
H -0.31228 5.73714 4.82608
H -2.04349 5.65279 5.14702
H 0.52263 3.69656 6.98147
H 0.50140 2.26127 5.94715
H 1.18858 3.77329 5.34470
H -1.85706 3.50795 7.42191
H -3.04884 3.50995 6.11409
H -2.02561 2.09581 6.35814
H 0.66319 2.32015 3.68061
H 1.04651 -0.38438 3.56400
H -0.63281 -4.23515 2.83457
H -0.67897 -5.69566 1.20375
H -2.27551 -5.19690 1.79440
H -2.10945 -5.91816 0.19007
H 0.42779 -4.45738 -0.67209
H -1.01190 -4.78603 -1.65869
H -0.39704 -3.12884 -1.50387
H -3.48019 -3.26504 0.69950
H -2.74402 -2.41090 -0.66853
H -3.28650 -4.09087 -0.85798
H 2.25133 -1.48336 5.10722
H 0.70913 -0.91043 5.75267
H 1.59406 -2.19442 6.58903
H 2.42013 -3.83812 4.13733
H 1.79479 -4.45132 5.68510
H 1.02047 -4.90832 4.16009
H -1.34375 -2.39221 5.64398
H -1.21853 -4.04438 5.04297
H -0.43225 -3.60499 6.56805
H -3.21152 4.07949 3.96066
H -4.35367 5.38521 2.73415
H -3.60069 5.52370 1.14201
H -5.35353 5.31433 1.27771
H -5.11785 3.08613 3.57742
H -6.27056 3.12866 2.23279
H -5.19191 1.73815 2.43930
H -3.87401 3.52960 -0.55059
H -4.49143 2.00945 0.04009
H -5.56773 3.41915 -0.04180
C 3.04085 -0.94164 -3.03317
C 3.16902 0.53103 -3.19020
N 2.42330 1.41138 -2.60839
C 2.79211 2.69098 -2.94415
C 3.85175 2.78573 -3.79561
S 4.40315 1.21899 -4.20434
C 2.02867 3.83042 -2.42624
C 2.33810 5.14017 -2.63194
S 1.13578 6.13070 -1.92835
C 0.28629 4.71548 -1.39174
N 0.87876 3.60658 -1.70939
C -0.99386 4.84042 -0.64543
H 1.99341 -1.19960 -2.87360
H 3.61661 -1.27405 -2.16937
H 3.40058 -1.46078 -3.92394
H 4.28952 3.67354 -4.21883
H 3.17796 5.55047 -3.16553
H -1.50865 5.76322 -0.91620
H -0.81029 4.83751 0.43178
H -1.63775 3.99178 -0.87502
N -2.36594 2.58026 -3.13084
C -2.95178 2.50835 -4.13753
N -3.68264 2.61140 -5.20386
C -3.74063 1.69789 -6.14112
N -3.89405 0.97793 -7.04084
C 5.50069 -4.11293 -1.64527
N 4.38262 -3.89127 -0.74196
C 4.25833 -2.77665 0.04102
S 2.79323 -2.09895 0.37191
N 5.44012 -2.25493 0.50919
C 6.51830 -3.10804 0.99048
H 5.12197 -4.33909 -2.64150
H 6.13852 -4.94000 -1.32209
H 6.10827 -3.21172 -1.71642
H 3.48193 -4.21626 -1.05659
H 5.25506 -1.43631 1.06661
H 6.17430 -4.13827 1.08435
H 6.83559 -2.76892 1.97604
H 7.38687 -3.09223 0.32773
C -1.15614 -2.84909 -5.71794
C 0.17043 -2.11032 -5.54337
C 1.32242 -3.05740 -5.84884
O 0.25770 -1.69570 -4.17691
B -0.22206 -0.35404 -4.03163
O -0.32181 0.15288 -5.34348
C 0.20989 -0.76289 -6.30765
C -0.63996 -0.71078 -7.56624
C 1.63456 -0.30656 -6.63058
H -1.20054 -3.65187 -4.97950
H -1.25756 -3.27859 -6.71828
H -1.99258 -2.17394 -5.53773
H 1.19444 -3.97770 -5.27481
H 2.27859 -2.61410 -5.57265
H 1.34867 -3.31532 -6.91207
H -1.69523 -0.84028 -7.34340
H -0.31839 -1.47189 -8.28655
H -0.53588 0.27060 -8.03154
H 2.25465 -0.32236 -5.73265
H 1.59095 0.72327 -6.98793
H 2.10257 -0.92642 -7.40073
*
```

The HOMO-LUMO gap is 4.5 eV. For the HOMO energy, the calculation gives -1.10 eV. As for the LUMO energy: 3.390 eV.

---

No. 2
DFT (wB97M-V/def2-TZVPD) results for C47H68O17 in the gas phase.

ORCA input file:
```
! wB97M-V def2-TZVPD RIJCOSX def2/J DEFGRID3
* xyz 0 1
C 3.52928 -5.17960 -6.81963
C 3.58684 -4.30624 -5.57184
H 3.51740 -4.93980 -4.68522
H 4.54475 -3.78358 -5.54186
C 2.45097 -3.28718 -5.55876
C 2.41243 -2.37165 -4.38194
C 3.26146 -2.36071 -3.35066
C 3.13495 -1.47345 -2.22042
C 2.48569 -0.30016 -2.20664
C 2.29830 0.43338 -0.96269
O 2.60804 0.05601 0.14449
O 1.67633 1.61661 -1.18586
C 1.18777 2.26633 -0.03674
C 2.14434 3.24655 0.58954
C 3.37019 3.44975 0.09542
C 4.34426 4.36587 0.68917
O 4.19865 5.02934 1.68973
O 5.47379 4.39219 -0.04411
C 6.50062 5.24596 0.43181
H 6.79752 4.95688 1.44239
H 6.15451 6.28183 0.45311
H 7.33349 5.13561 -0.25780
H 3.70531 2.93342 -0.79132
C 1.60221 3.91532 1.81779
H 2.13843 3.56001 2.69967
H 1.77164 4.99169 1.75382
C 0.10926 3.60617 1.91049
C -0.65536 4.34894 2.99948
H -0.05347 4.39538 3.90696
H -0.88055 5.36067 2.66670
C -1.97012 3.62100 3.30712
H -2.60165 3.59301 2.41267
O -1.65080 2.26558 3.67922
C -2.16795 1.26049 2.97426
O -3.02118 1.38927 2.12979
C -1.54365 -0.06334 3.35054
H -2.30812 -0.69970 3.80244
H -0.73658 0.10464 4.06172
C -1.01779 -0.77858 2.08052
C -0.29867 -2.08746 2.43916
H 0.16764 -1.98796 3.41957
H -1.03919 -2.88552 2.48956
C 0.82183 -2.44604 1.43953
O 0.42490 -2.39974 0.08139
C -0.30558 -3.47474 -0.46758
O -1.54907 -3.63822 0.15901
H -1.88526 -2.75914 0.40647
C -0.49344 -3.06299 -1.94831
H -1.01690 -3.85111 -2.48497
H 0.48347 -2.89392 -2.39410
C -1.27119 -1.74789 -2.00326
O -0.66566 -0.82773 -2.88262
C -1.18904 0.46306 -2.61772
C -0.42838 1.50852 -3.35967
C -0.06426 2.71686 -2.94856
C -0.33574 3.56148 -1.71565
C -1.74705 4.16032 -1.85185
H -1.91231 4.87842 -1.05281
H -1.83254 4.66982 -2.80892
H -2.51778 3.39889 -1.80229
C 0.67209 4.72317 -1.75543
H 0.47665 5.34405 -2.62691
H 0.57498 5.33975 -0.86676
H 1.68928 4.34774 -1.81621
C -0.21783 2.89440 -0.30715
O -1.13378 1.86847 -0.05077
H -2.04212 2.17632 -0.23013
O -0.46531 3.90975 0.64621
H 0.48609 3.29729 -3.68011
H -0.13754 1.20141 -4.35668
H -1.10888 0.64595 -1.54492
C -2.69908 0.47750 -2.99359
C -3.34311 -0.56723 -2.15036
C -4.16552 -0.33374 -1.11549
C -4.54737 0.97551 -0.59811
O -3.96513 2.02706 -0.79327
O -5.61947 0.88748 0.19919
C -5.99940 2.08017 0.86459
H -6.19566 2.87643 0.14293
H -6.89794 1.84337 1.42839
H -5.19473 2.39421 1.53214
H -4.58566 -1.16279 -0.56532
C -2.76389 -1.92067 -2.39071
H -3.22175 -2.68618 -1.76736
H -2.81775 -2.21139 -3.44085
H -3.11753 1.46430 -2.82014
H -2.78622 0.22091 -4.05155
H -1.24318 -1.30682 -0.99726
C 0.46504 -4.81615 -0.29984
C 1.80258 -4.78294 -1.03983
H 2.28464 -3.81887 -0.90897
H 1.65176 -4.94951 -2.10300
H 2.44783 -5.56775 -0.65322
C -0.37848 -5.99625 -0.78604
H -0.49488 -5.96739 -1.86561
H 0.11473 -6.92662 -0.51591
H -1.36195 -5.96549 -0.32608
C 0.68837 -4.95899 1.21841
C 1.47939 -3.78511 1.79419
H 1.53956 -3.89217 2.87783
H 2.49096 -3.81693 1.38822
H -0.28770 -5.02499 1.71338
O 1.39398 -6.18213 1.47463
C 1.23020 -6.73908 2.67396
O 0.55582 -6.27210 3.55428
C 1.98703 -8.04039 2.76875
H 2.81741 -8.04491 2.07003
H 1.30792 -8.85320 2.51813
H 2.33660 -8.18652 3.78642
H 1.57694 -1.65063 1.48676
H -0.31008 -0.11025 1.56560
O -2.08884 -1.07521 1.21572
H -2.59611 -0.25947 1.07429
C -2.72850 4.28075 4.47669
C -4.07856 3.60059 4.71134
H -4.57354 4.06195 5.56175
H -3.94092 2.54163 4.92380
H -4.71153 3.70342 3.83436
O -1.93792 4.28421 5.63819
H -1.69926 3.37023 5.83750
H -2.88568 5.33576 4.23059
H -0.00985 2.53251 2.10709
H 1.02999 1.47577 0.71756
H 2.01841 0.12975 -3.07635
H 3.60970 -1.78744 -1.29851
H 4.06701 -3.07919 -3.29631
H 1.58093 -1.67859 -4.37902
H 2.51026 -2.67079 -6.46271
H 1.49162 -3.81380 -5.61053
H 2.58744 -5.72254 -6.86429
H 4.34093 -5.90310 -6.81764
H 3.61605 -4.57133 -7.71752
*
```

The HOMO-LUMO gap is 9.0 eV. For the HOMO energy, the calculation gives -8.76 eV. As for the LUMO energy: 0.210 eV.

---

- Number 1 is which compound?
  C47H68BN7O4S3SeSr